[1]
Here is C28H48As2F3IN4NaO3S as an isolated structure from the OMol25 dataset. Energies are from ωB97M-V/def2-TZVPD.

## Properties
Maximum force: 0.62 eV/A
Energy above the lowest of the compared OMol25 structures with the same formula, charge and spin: 0.000 eV
E_LUMO: 1.98 eV
Gap between HOMO and LUMO: 5.320 eV
Net charge: -1

Geometry as XYZ:
```
91
C28H48As2F3IN4NaO3S, DFT ωB97M-V/def2-TZVPD
Na 0.8965 0.0460 0.3687
C -0.4343 -1.9258 3.1823
N 0.1724 -0.6356 2.9228
C 1.5434 -0.6237 3.4046
C -0.6186 0.4285 3.5391
C -0.1002 1.8255 3.2441
C -0.0464 2.7282 4.3052
C 0.4189 4.0241 4.1038
C 0.8492 4.3804 2.8336
C 0.7927 3.4461 1.7967
C 0.3055 2.1331 1.9261
H -0.4301 -2.1745 4.2612
H 0.1138 -2.7009 2.6435
H -1.4715 -1.9298 2.8401
H 1.5953 -0.8537 4.4859
H 1.9848 0.3577 3.2359
H 2.1295 -1.3671 2.8603
H -0.6709 0.2687 4.6351
H -1.6438 0.3096 3.1655
H -0.3596 2.4199 5.3017
H 0.4596 4.7311 4.9256
H 1.2379 5.3804 2.6530
H 1.1682 3.7775 0.8235
C -3.0174 1.8683 0.9902
As -2.2515 0.3130 0.0701
C -3.3567 0.4405 -1.5667
C -3.3645 -1.1306 0.8377
C -4.3789 -0.8795 1.7603
C -5.1201 -1.9158 2.3101
C -4.8597 -3.2259 1.9382
C -3.8599 -3.4872 1.0130
C -3.1046 -2.4577 0.4566
As -1.6687 -2.8206 -0.8578
C -1.0436 -4.5369 -0.1213
C -2.7936 -3.6164 -2.2633
H -4.0316 2.0865 0.6514
H -2.3492 2.7074 0.8003
H -3.0063 1.7081 2.0678
H -4.4070 0.5728 -1.3046
H -3.2346 -0.4767 -2.1413
H -3.0089 1.2676 -2.1832
H -4.5919 0.1365 2.0680
H -5.8981 -1.6980 3.0325
H -5.4287 -4.0415 2.3686
H -3.6609 -4.5139 0.7262
H -1.8033 -5.3172 -0.1840
H -0.7442 -4.3969 0.9172
H -0.1748 -4.8446 -0.7041
H -3.5744 -4.2502 -1.8414
H -2.1396 -4.2040 -2.9080
H -3.2389 -2.8280 -2.8677
F -0.1374 -0.7820 -3.2549
C 1.0731 -1.4628 -3.4280
F 1.3822 -1.1240 -4.7617
F 0.6081 -2.8004 -3.5928
C 5.6719 1.8110 -1.7289
N 4.8744 1.2270 -0.6809
C 3.7865 0.4048 -0.8836
N 3.5833 -0.0286 -2.1534
O 3.0910 0.0778 0.0738
H 6.5317 2.3104 -1.2849
H 5.1293 2.5462 -2.3361
H 6.0619 1.0350 -2.3910
H 4.8436 1.6748 0.2190
H 4.0280 0.4507 -2.9155
H 2.6963 -0.4970 -2.3815
C -1.4613 4.5102 -2.4012
C -0.2557 3.8404 -1.7617
S -0.1250 2.0995 -2.2316
O 0.8932 1.5436 -1.2960
C 0.6894 2.2633 -3.8342
C 2.0853 2.8601 -3.7405
H -1.5503 5.5402 -2.0528
H -2.3826 3.9872 -2.1412
H -1.3862 4.5350 -3.4910
H -0.3407 3.7762 -0.6741
H 0.6804 4.3551 -1.9842
H 0.0138 2.8444 -4.4679
H 0.7044 1.2413 -4.2151
H 2.0657 3.9497 -3.6982
H 2.6766 2.5701 -4.6107
H 2.5821 2.4878 -2.8420
N 2.4945 -3.1331 -1.2619
C 2.1727 -3.0915 0.0382
O 1.3801 -2.2942 0.5106
C 2.8537 -4.0996 0.9444
I 4.8921 -3.5849 1.2938
H 2.0055 -2.5132 -1.9147
H 3.0952 -3.8503 -1.6255
H 2.8543 -5.1027 0.5262
H 2.3584 -4.0823 1.9085
```

[2]
Here is C28H48BMnN3O2P2 as an isolated structure in a non-equilibrium geometry from the OMol25 dataset. Energies are from ωB97M-V/def2-TZVPD.

## Properties
Maximum force: 1.68 eV/A
E_LUMO (alpha / beta): 0.54 / 0.54 eV
2S+1: 2
Gap between HOMO and LUMO (alpha / beta): 7.787 / 7.428 eV

Geometry as XYZ:
```
85
C28H48BMnN3O2P2, DFT ωB97M-V/def2-TZVPD
Mn 0.5720 1.0164 0.2377
C 0.3165 -0.6480 -5.0317
C -0.5187 -0.2968 -3.7960
C -1.4607 0.8648 -4.1203
C -1.3970 -1.5131 -3.4546
P 0.4682 0.0697 -2.2583
C 1.6871 -1.3195 -2.1552
N 1.6609 -1.7739 -0.7808
B 1.2074 -0.9094 0.3050
N 0.8886 -1.8538 1.3581
C 0.0315 -1.4703 2.4531
P -0.9358 -0.0283 1.8040
C -2.4391 -0.7869 0.9686
C -3.0447 0.2680 0.0339
C -3.5484 -1.3215 1.8744
C -1.9748 -1.9715 0.1135
C -1.4883 0.7870 3.4010
C -2.6425 1.7572 3.1305
C -1.8840 -0.2233 4.4902
C -0.3366 1.6058 4.0043
C 1.1084 -3.1573 0.9303
C 0.8925 -4.3648 1.5616
C 1.1433 -5.5405 0.8473
C 1.6014 -5.4949 -0.4606
C 1.8259 -4.2718 -1.1006
C 1.5724 -3.1102 -0.4003
C 1.4735 1.6371 -2.5228
C 0.5162 2.7535 -2.0823
C 2.6060 1.5626 -1.4925
C 2.0656 1.9669 -3.8858
H -0.3463 -1.0493 -5.8043
H 0.8258 0.2127 -5.4567
H 1.0641 -1.4160 -4.8282
H -2.1478 0.5556 -4.9124
H -2.0614 1.1550 -3.2553
H -0.9280 1.7455 -4.4783
H -2.0093 -1.7593 -4.3262
H -0.8128 -2.4009 -3.2010
H -2.0665 -1.3053 -2.6217
H 1.3895 -2.1246 -2.8312
H 2.6815 -0.9982 -2.4785
H -0.6144 -2.2955 2.7684
H 0.6004 -1.1524 3.3323
H -3.4885 1.1046 0.5747
H -2.3016 0.6726 -0.6570
H -3.8355 -0.2059 -0.5563
H -4.0489 -0.5378 2.4420
H -4.3052 -1.7982 1.2437
H -3.1894 -2.0827 2.5686
H -1.1523 -1.7192 -0.5492
H -1.6719 -2.8266 0.7164
H -2.8237 -2.2874 -0.5013
H -3.5767 1.2477 2.8900
H -2.8177 2.3512 4.0325
H -2.3999 2.4455 2.3189
H -2.6797 -0.9040 4.2095
H -1.0296 -0.8171 4.8170
H -2.2308 0.3384 5.3628
H -0.1825 2.5241 3.4510
H -0.6266 1.8755 5.0235
H 0.6082 1.0640 4.0611
H 0.5402 -4.4019 2.5850
H 0.9827 -6.4973 1.3259
H 1.7960 -6.4156 -0.9941
H 2.1949 -4.2390 -2.1184
H 0.0760 2.5178 -1.1015
H 1.0156 3.7208 -1.9878
H -0.3377 2.8593 -2.7494
H 2.3724 1.0878 -0.5078
H 3.4268 0.9271 -1.8293
H 2.9971 2.5626 -1.2916
H 1.3031 2.1468 -4.6424
H 2.6626 2.8802 -3.8022
H 2.7283 1.1779 -4.2482
O 4.0342 1.5914 2.2409
C 3.0702 2.3119 2.1668
C 3.0462 3.7798 2.6329
C 1.6612 4.3011 2.2187
C 1.0583 3.0503 1.6680
O -0.0811 2.9705 1.1387
N 1.8195 1.9618 1.6547
H 3.8727 4.2992 2.1490
H 3.2330 3.8099 3.7059
H 1.6934 5.0559 1.4332
H 1.0457 4.6966 3.0265
```

Number 1: E -7169.83707 hartree. Number 2: E -3269.07130 hartree.